A 13-piece molecular cluster, C39H39F13O39 overall in a non-equilibrium geometry, computed with wB97M-V/def2-TZVPD.

The geometry in XYZ format:
```
130
Properties=species:S:1:pos:R:3:forces:R:3:mulliken_charge:R:1
C 0.701 -0.101 -0.065 1.7243 1.5912 -0.6704 1.225
C -0.401 -0.983 -0.380 -1.6316 1.1887 -2.6301 0.520
O -1.545 -0.342 0.220 -0.4382 -1.1850 -1.0553 -0.059
C -1.123 0.695 0.881 -1.1125 3.4482 3.6970 0.117
O -1.806 1.484 1.557 0.9967 -2.1081 -1.8899 -0.665
O 0.196 0.802 0.863 -0.0306 0.6987 1.9879 0.056
F -0.344 -2.221 -0.009 0.1266 -2.4610 1.2060 -0.179
H 0.769 0.579 -0.914 1.1970 -0.6481 -0.5676 -0.364
H 1.619 -0.595 0.253 -0.1984 0.3413 -0.0907 -0.694
H -0.486 -0.908 -1.464 -0.7808 -0.6944 -0.1148 0.185
C 2.554 4.327 -0.608 0.8491 -1.0822 0.2451 -0.207
C 2.786 4.845 -1.970 -1.3002 2.2051 0.0571 0.372
O 1.532 4.536 -2.641 2.5148 0.0046 1.1599 -0.306
C 1.123 3.422 -2.005 -2.2419 -1.9977 -1.0737 0.062
O 0.163 2.810 -2.419 1.5287 0.2935 1.3678 -0.533
O 1.909 3.096 -0.909 -1.7483 0.1857 -1.2003 0.411
F 3.849 4.247 -2.549 0.1408 -0.3875 -0.5765 -0.284
H 1.875 4.953 -0.029 0.5367 0.1400 0.2358 0.019
H 3.518 4.064 -0.173 -0.2920 0.4247 0.6293 0.122
H 2.935 5.923 -1.916 -0.0335 0.0069 -0.7432 0.418
C 6.608 0.390 3.597 0.7939 -0.1486 -1.7006 -0.419
C 6.699 -0.517 2.310 1.0214 2.8542 1.6775 0.214
O 5.717 0.083 1.460 1.5367 -3.1470 -1.4005 -0.194
C 5.161 1.144 1.976 -1.9232 1.2757 0.3918 0.403
O 4.242 1.744 1.460 1.5736 -0.4953 1.0014 -0.241
O 5.724 1.387 3.160 -0.8826 1.8543 0.9378 -0.435
F 6.422 -1.693 2.794 -1.6368 -3.2263 -0.1844 -0.295
H 7.565 0.831 3.877 -0.1614 0.0505 0.0564 0.259
H 6.184 -0.209 4.403 -0.0509 0.1685 -0.0435 0.299
H 7.680 -0.662 1.858 -0.2101 0.8432 -0.6719 0.304
C -3.935 0.728 5.008 3.1592 1.0750 1.0706 -0.401
C -4.718 1.988 4.840 1.1998 0.7894 2.1335 0.290
O -6.019 1.510 4.735 -0.0705 0.7340 0.6409 -0.315
C -5.894 0.209 4.424 -4.3640 -0.1679 -1.9304 0.641
O -6.800 -0.488 4.100 -0.8504 -0.3285 0.3474 -0.549
O -4.682 -0.135 4.306 1.4784 -3.6227 -1.0641 -0.269
F -4.319 2.607 3.746 0.0218 0.9139 -2.1696 -0.219
H -3.847 0.403 6.044 0.0558 0.1348 0.1755 0.279
H -2.964 0.711 4.513 0.1913 0.6594 0.3994 0.208
H -4.541 2.707 5.640 -0.7569 -0.1478 0.3397 0.330
C -5.406 0.486 -1.283 -1.2429 0.4364 -1.0324 -0.210
C -4.691 1.340 -2.316 -1.8437 -0.1829 0.6771 0.049
O -3.482 0.686 -2.291 3.9693 0.7688 -0.6077 0.119
C -3.672 -0.617 -2.191 0.9314 -3.0616 -1.3391 0.042
O -2.873 -1.507 -2.609 -3.3444 3.5026 2.1204 -0.273
O -4.949 -0.775 -1.689 1.9864 -2.3664 -0.8672 -0.269
F -4.716 2.658 -2.050 0.9652 -0.3308 0.1377 -0.285
H -6.457 0.543 -1.565 -0.1957 -0.1447 1.0618 0.394
H -5.102 0.552 -0.238 -0.4574 1.0234 -0.0548 0.106
H -5.050 1.170 -3.331 -0.6115 0.3513 -0.0465 0.327
C 4.620 -3.748 1.162 1.5700 -0.0881 0.1518 -0.278
C 3.637 -3.358 0.149 -1.2584 -1.5301 -2.6102 0.233
O 2.824 -2.391 0.734 0.0883 -0.5398 -1.1476 -0.127
C 3.009 -2.421 2.047 -0.6327 2.2488 2.9500 0.459
O 2.358 -1.704 2.818 2.2618 -2.5861 -1.9467 -0.604
O 4.095 -3.215 2.325 -1.9077 0.9832 2.2616 -0.358
F 2.831 -4.477 -0.213 0.6802 1.2347 0.5318 -0.356
H 5.562 -3.240 0.957 0.1711 -0.0124 -0.0195 0.197
H 4.837 -4.811 1.268 -0.4226 0.0153 -0.1440 0.354
H 4.109 -3.011 -0.771 -0.5441 0.1600 -0.0795 0.236
C -1.177 0.785 -5.158 0.5011 -2.5645 1.9642 -0.072
C -2.229 0.350 -6.142 2.6781 0.2221 1.7572 0.449
O -1.399 0.616 -7.251 -2.1364 -1.1935 -2.9414 -0.346
C -0.641 1.676 -7.037 2.9244 4.2720 -2.4494 0.537
O -0.066 2.403 -7.884 -2.3090 -3.1949 2.8223 -0.629
O -0.556 1.887 -5.724 -0.2051 1.6190 -0.0152 -0.252
F -3.300 1.143 -6.057 -1.1827 0.5792 -0.6855 -0.313
H -0.382 0.046 -5.254 -0.2258 -0.8109 0.6082 0.100
H -1.465 0.788 -4.106 -0.0065 1.0320 -0.1642 0.195
H -2.520 -0.691 -6.003 0.0865 0.0391 -0.7578 0.332
C -4.327 -1.869 1.765 1.3351 0.5425 2.3087 -0.053
C -5.698 -2.349 1.716 -3.1347 0.0806 -1.9757 0.395
O -5.640 -3.460 0.834 -1.2604 -0.3613 1.2950 -0.375
C -4.418 -3.589 0.352 0.0529 -4.6514 -2.3959 0.432
O -4.071 -4.556 -0.349 -0.6446 3.1579 1.6012 -0.583
O -3.669 -2.649 0.804 2.9079 1.9298 -0.0840 -0.100
F -6.485 -1.446 1.000 0.0043 0.5753 0.0614 -0.289
H -3.916 -2.034 2.761 0.2972 -0.7485 0.0054 0.259
H -4.188 -0.788 1.743 -0.1824 0.0102 -1.1956 -0.017
H -6.322 -2.526 2.592 0.7341 -0.3873 0.2044 0.341
C -1.102 6.038 1.751 -0.3244 -2.3189 1.9779 -0.302
C -1.636 4.831 0.934 -0.5235 0.3517 1.5074 0.762
O -1.597 5.336 -0.345 -0.0402 -0.7730 -0.4838 -0.259
C -0.672 6.292 -0.364 -1.1043 2.6744 -4.6668 0.651
O -0.430 6.849 -1.422 0.8260 -0.9066 2.2144 -0.609
O -0.321 6.667 0.843 2.1420 1.7222 -1.0092 -0.303
F -2.925 4.650 1.300 -0.4198 -0.5636 -0.0416 -0.334
H -0.460 5.752 2.584 -0.2374 -0.1416 0.1326 0.144
H -1.915 6.667 2.114 -0.1614 -0.0457 -0.1857 0.300
H -1.091 3.887 0.931 -0.1118 -0.1141 0.6114 -0.077
C -1.048 -5.508 0.201 0.5730 -2.3188 0.2318 0.274
C 0.052 -5.636 1.355 -3.0063 -0.8202 -2.7588 0.963
O -0.111 -7.014 1.741 0.7531 1.1183 -0.7137 -0.373
C -1.322 -7.480 1.283 -1.8812 -2.0355 2.6800 0.552
O -1.846 -8.500 1.710 1.7110 1.7081 -1.2155 -0.602
O -1.953 -6.605 0.541 0.3272 0.7362 -0.3800 -0.342
F -0.426 -4.849 2.318 0.4609 0.7940 1.7796 -0.291
H -0.628 -5.889 -0.730 0.1732 0.9012 -0.1209 0.131
H -1.706 -4.642 0.126 0.7192 0.2124 0.1106 -0.309
H 1.038 -5.342 0.995 0.1348 -0.4354 0.6147 0.068
C 4.447 0.799 -1.678 0.6202 -0.4282 -0.1529 0.624
C 5.277 0.723 -2.937 0.3203 -0.3721 0.8111 0.398
O 4.383 0.117 -3.860 6.9854 0.7485 -2.8751 -0.297
C 3.229 0.199 -3.467 -8.6851 -0.7078 -0.3699 0.294
O 2.228 -0.106 -4.117 2.0567 0.7403 1.6589 -0.582
O 3.188 0.656 -2.220 -2.8962 0.8249 1.3959 0.125
F 6.199 -0.219 -2.728 1.8704 -0.8164 0.0089 -0.336
H 4.564 1.672 -1.037 -0.2277 -0.0558 -0.2553 -0.045
H 4.681 -0.128 -1.153 0.1442 0.1814 0.5640 -0.464
H 5.790 1.645 -3.211 -0.4159 -0.0740 -0.8586 0.322
C 2.952 2.770 4.706 0.3908 -1.6983 -0.1322 0.009
C 1.626 2.454 4.135 -0.9023 -0.0988 -1.0448 0.511
O 1.524 3.369 3.030 -0.3304 0.3298 0.2229 -0.028
C 2.488 4.291 3.141 2.6599 3.5860 -1.7778 0.559
O 2.797 5.237 2.368 -2.0875 -3.8794 2.7976 -0.603
O 3.239 4.047 4.259 -0.2580 1.3898 -0.8098 -0.385
F 0.695 2.687 5.096 -0.8456 0.3816 -0.2100 -0.343
H 3.633 2.084 4.201 0.5087 -0.1314 0.6977 -0.212
H 2.872 2.680 5.789 0.5646 0.1315 -0.1249 0.397
H 1.432 1.476 3.694 0.1886 -0.0552 0.2629 0.113
C -1.625 -3.857 -4.268 -0.4253 0.1683 -0.6948 -0.337
C -1.577 -4.688 -2.996 -2.2112 2.1905 0.5979 1.135
O -0.264 -4.601 -2.577 -0.3757 -0.6193 1.3161 -0.290
C 0.335 -3.674 -3.275 6.9870 1.1339 1.0580 0.543
O 1.519 -3.336 -3.064 -3.2955 -0.7345 -0.2177 -0.641
O -0.359 -3.236 -4.251 -0.8146 1.3434 -2.0775 -0.257
F -1.893 -5.930 -3.175 -0.2982 -3.4732 -1.0713 -0.381
H -2.352 -3.048 -4.341 -0.2115 -0.3762 0.5335 0.056
H -1.731 -4.485 -5.152 0.1815 -0.1655 0.0119 0.337
H -2.320 -4.370 -2.265 0.4644 0.7288 0.5107 -0.137
```
Forces are in eV/Å.

Properties
energy relative to the best compared isomer or geometry (same formula, charge and spin): 160.12 kcal/mol


C39H39MgN4O9P as an isolated structure in a non-equilibrium geometry, computed with wB97M-V/def2-TZVPD.

The geometry in XYZ format:
```
93
Properties=species:S:1:pos:R:3:forces:R:3:mulliken_charge:R:1
Mg 0.013 0.352 -0.393 -0.2940 0.5127 0.1539 4.732
O 0.460 0.774 3.817 -0.2287 0.2896 -0.4094 -0.848
C 0.709 0.866 2.604 -0.1258 -0.8167 -0.7043 -0.833
O -0.133 0.779 1.636 0.8489 0.0154 1.0359 -0.732
C 2.221 0.978 2.250 -0.1003 0.3711 0.0425 0.813
C 3.055 1.373 3.258 -0.1104 0.0145 -0.2030 -0.017
C 4.446 1.508 3.065 -0.1351 0.0042 0.1508 -0.974
C 5.015 1.221 1.846 0.0833 -0.0685 -0.0529 -0.154
C 4.212 0.812 0.804 -0.0058 -0.0218 -0.0204 -0.773
C 2.758 0.706 0.913 0.0633 0.1050 0.1761 0.937
O 2.052 0.400 -0.056 -0.1555 -0.2795 -0.1034 -0.757
N 4.910 0.496 -0.431 -0.0247 -0.0218 -0.1004 1.097
O 4.285 0.097 -1.393 0.0659 0.0095 0.0434 -0.603
O 6.138 0.636 -0.456 -0.0403 0.0146 0.0127 -0.784
N 5.293 1.926 4.143 0.0643 0.0229 0.0471 1.066
O 6.506 2.023 3.950 -0.0937 -0.0106 -0.0037 -0.710
O 4.783 2.173 5.230 -0.0070 -0.0005 -0.0006 -0.688
H 2.615 1.594 4.217 -0.0199 -0.0645 0.0948 0.595
H 6.079 1.300 1.702 -0.0043 0.0117 0.0017 0.648
C -2.608 3.251 0.577 -0.0783 -0.0756 -0.3642 -1.207
N -3.127 3.476 -0.812 0.1123 -0.2129 0.2296 0.243
C -4.500 2.954 -0.903 0.0187 0.2435 0.0426 -0.826
C -2.279 2.807 -1.888 -0.0274 -0.4417 -0.0770 -1.847
C -0.901 3.393 -1.752 0.0693 0.2656 0.0576 0.403
C -0.734 4.732 -2.154 0.0999 0.0387 -0.0350 -0.358
C 0.445 5.437 -1.925 -0.0798 -0.0758 0.0307 -0.861
C 1.465 4.781 -1.248 -0.0493 -0.0224 -0.0346 -0.657
C 1.291 3.451 -0.865 0.3445 -0.1641 -0.1091 -0.399
C 0.146 2.672 -1.111 -0.3406 -0.1444 0.0749 1.174
H -3.286 3.750 1.274 0.0081 -0.0732 0.0114 0.401
H -1.611 3.671 0.648 0.0605 -0.0556 -0.0159 0.264
H -2.554 2.174 0.750 0.0535 0.0214 -0.0744 0.430
H -3.139 4.498 -0.951 -0.0629 -0.0263 0.1323 0.447
H -4.431 1.886 -0.732 -0.0177 -0.1668 -0.0249 0.197
H -4.882 3.149 -1.904 0.0072 -0.0547 -0.0117 0.316
H -5.134 3.436 -0.154 -0.0325 0.0136 -0.0041 0.355
H -2.771 3.145 -2.814 0.0158 0.2496 -0.0472 0.320
H -1.987 0.330 -1.448 -0.9594 2.1507 -1.9761 -0.175
H -1.563 5.238 -2.655 0.0076 -0.0018 -0.0447 0.273
H 0.553 6.470 -2.245 0.0000 -0.0209 -0.0151 0.292
H 2.397 5.296 -1.028 -0.0106 -0.0049 0.0125 0.341
H 2.135 2.979 -0.363 -0.0014 0.0260 0.0191 0.038
O 0.272 -1.989 0.003 1.0279 0.4380 -0.6814 -1.132
P -0.473 -2.648 1.081 -0.7815 -0.1672 0.6194 0.803
C -2.105 -1.982 1.403 -0.0907 -0.3134 0.4092 0.819
C -3.039 -2.068 0.374 0.0183 -0.0332 -0.0696 -0.575
C -4.308 -1.548 0.553 -0.1868 -0.0468 0.1452 -0.673
C -4.635 -0.909 1.742 0.0278 -0.0380 -0.1186 -0.497
C -3.694 -0.784 2.752 0.0197 0.0174 0.0676 -0.817
C -2.426 -1.323 2.586 0.0917 0.0440 -0.0874 -0.424
C 0.435 -2.700 2.645 0.4756 0.1456 -0.2414 0.672
C -0.098 -3.257 3.798 0.1517 -0.0764 0.3057 -0.183
C 0.664 -3.315 4.959 0.0670 0.0204 -0.1060 -0.744
C 1.955 -2.799 4.967 -0.2309 0.1228 -0.0441 -0.704
C 2.479 -2.214 3.824 0.1829 -0.5468 -0.2344 -0.435
C 1.747 -2.204 2.643 -0.4430 0.0154 -0.1406 -0.802
C -0.724 -4.413 0.670 0.0033 0.0998 0.0238 0.504
C -1.798 -5.169 1.130 0.0016 0.0247 0.0732 -0.223
C -1.887 -6.520 0.825 0.0116 -0.0036 -0.0255 -0.681
C -0.905 -7.123 0.051 0.0019 0.0165 -0.0010 -0.426
C 0.160 -6.369 -0.425 -0.0061 -0.0039 -0.0233 -0.659
C 0.249 -5.019 -0.122 -0.0180 -0.0064 0.0156 -0.611
H -2.757 -2.511 -0.571 -0.0460 -0.0434 0.0473 0.390
H -5.029 -1.602 -0.252 -0.0110 0.0107 -0.0368 0.348
H -5.623 -0.481 1.869 -0.0436 0.0089 0.0059 0.366
H -3.936 -0.251 3.663 0.0123 0.0126 0.0190 0.385
H -1.676 -1.186 3.354 0.0016 0.0825 -0.0086 0.268
H -1.107 -3.650 3.789 -0.0683 -0.0268 0.0346 0.385
H 0.267 -3.765 5.860 -0.1050 -0.0027 0.0026 0.379
H 2.546 -2.842 5.874 0.0047 0.0307 -0.0186 0.376
H 3.502 -1.869 3.832 0.0509 0.2791 -0.0338 0.428
H 2.149 -1.811 1.703 -0.1192 -0.0546 0.4176 0.538
H -2.575 -4.694 1.719 0.0273 0.0112 -0.0116 0.344
H -2.727 -7.101 1.186 -0.0060 -0.0018 0.0005 0.387
H -0.975 -8.177 -0.191 0.0028 -0.0156 -0.0009 0.354
H 0.921 -6.833 -1.040 0.0076 -0.0103 -0.0102 0.388
H 1.062 -4.413 -0.504 -0.0082 0.0057 0.0091 0.423
C 0.046 -0.312 -6.024 0.0156 -0.0145 0.0187 -1.856
C 0.517 0.761 -5.038 -0.0105 -0.0374 -0.0069 2.594
C -0.479 1.928 -4.986 0.0239 0.0115 -0.0342 -1.494
C 1.916 1.266 -5.409 0.0203 -0.0094 0.0180 -1.788
C 0.579 0.194 -3.682 -0.0013 0.2665 0.0259 -0.659
N 0.603 -0.089 -2.575 0.0869 -0.2895 -0.0261 -0.903
H -0.010 0.119 -7.027 -0.0042 0.0026 -0.0007 0.409
H -0.941 -0.682 -5.745 0.0005 -0.0006 -0.0066 0.378
H 0.738 -1.156 -6.045 -0.0083 0.0107 -0.0033 0.411
H -0.542 2.387 -5.978 -0.0095 -0.0136 0.0264 0.457
H -0.162 2.675 -4.258 0.0012 0.0003 -0.0041 0.192
H -1.464 1.579 -4.679 -0.0298 0.0130 0.0112 0.381
H 1.884 1.715 -6.405 0.0000 0.0060 -0.0002 0.406
H 2.640 0.450 -5.412 -0.0098 0.0067 -0.0074 0.431
H 2.251 2.014 -4.692 -0.0045 0.0081 -0.0015 0.364
O -1.830 -0.298 -0.798 0.9880 -1.5110 1.7511 -1.474
```
Forces are in eV/Å.

Properties
total charge: -2
energy relative to the best compared isomer or geometry (same formula, charge and spin): 22.86 kcal/mol